Density functional theory data (ωB97M-V with the def2-TZVPD basis set) for one molecule with the formula C28H31N3O2.

The geometry in XYZ format:
```
64
Properties=species:S:1:pos:R:3
C 1.26923 -3.45326 -4.28693
C 1.46053 -2.26705 -5.22634
C 3.23885 0.35028 4.54757
C 2.65681 -0.38340 3.53776
C 1.93120 -0.76157 -3.25914
H 0.61498 0.49802 -2.34038
H -1.75468 1.40665 -1.66487
C -2.26800 0.33550 0.12484
C 1.75906 0.21062 2.65974
H -4.09408 1.86495 -2.30011
H -3.08954 -0.66669 1.82942
H 3.46616 1.06416 -2.04413
H -0.77931 -1.70289 1.67375
H 2.50446 -2.22220 -5.54462
H -0.77272 -0.19492 2.60558
C -3.86635 1.31242 -1.39978
C -6.28314 1.11108 -0.92431
H -5.47855 -0.86351 2.30036
H 1.58702 -1.56323 1.47933
O 3.57270 2.33881 5.72814
C 1.10920 -0.58181 1.55832
C 1.74636 -1.96357 -2.32056
H 3.16611 -3.24530 -3.29663
C 2.10776 -3.26701 -3.02686
H 2.90651 -1.42734 3.42294
H 2.38009 -1.84535 -1.43940
O 3.49736 -0.04086 0.22813
H 0.84344 -2.39328 -6.11854
H 0.03356 -0.99165 -4.24102
C 2.44170 1.04921 -1.66268
C 2.04822 2.30590 3.82184
C 1.08941 -0.96675 -4.52181
C 2.47515 0.32391 -0.31858
H 0.70296 -1.99928 -1.99076
H 3.93901 -0.10082 5.23239
H -8.32448 0.85759 -0.37872
H 1.95453 -4.10926 -2.34797
H 2.29673 3.92523 6.13671
C -7.29422 0.66297 -0.11942
N 1.56947 0.52340 -2.68777
C 1.46531 1.55710 2.81476
H 3.65237 4.29220 5.03118
C 2.94276 1.70565 4.70064
C -0.42026 -0.67274 1.69008
C -5.70720 -0.31179 1.39949
C -7.00339 -0.05403 1.05164
H -7.81430 -0.40024 1.67553
H 0.77579 2.04061 2.13620
C -2.57384 1.06002 -1.05463
H 0.21422 -3.53238 -4.01324
H 1.23783 -0.11559 -5.18736
H 1.55511 -4.37947 -4.79005
N 0.08725 0.48129 -0.27184
C -4.93682 0.86269 -0.59396
H 2.98900 -0.69851 -3.54360
C 3.34741 3.71511 5.91009
H 1.79930 3.35208 3.90573
H -6.50250 1.66366 -1.82678
C -4.64098 0.13714 0.59071
H 2.12862 2.08022 -1.46340
C -0.88749 0.08136 0.46218
N 1.26361 0.11437 0.26479
C -3.29766 -0.11286 0.92547
H 3.96237 4.00442 6.76087
```

The energy above the lowest of the compared OMol25 structures with the same formula, charge and spin is 1.346 eV. The total charge is 0. The value obtained for the gap between HOMO and LUMO is 8.1 eV. The SMILES is COc1ccc([C@H]2CC(c3ccc4ccccc4c3)=NN2C(=O)CNC2CCCCC2)cc1. As for the lowest unoccupied orbital energy: -0.0009 Ha.

Density functional theory data (ωB97M-V with the def2-TZVPD basis set) for C28H31N5O5S2SbSe4SiTc as an isolated structure.

The geometry in XYZ format:
```
78
Properties=species:S:1:pos:R:3
N -5.06930 -0.16596 -5.56254
C 0.75474 -4.50020 2.04512
Se 6.78294 1.32041 -1.61832
N -0.89709 -0.17440 1.73979
C -2.03732 4.32137 -0.33442
H -2.18005 -3.18290 -3.73039
C 0.73277 -5.81548 2.48101
C 1.22308 3.16027 2.93135
H -4.06941 4.40733 0.31996
C -3.09819 2.61501 0.97361
H -4.36164 1.24418 -3.43455
C -1.89603 0.61476 1.69212
H -0.28293 -7.27483 3.67930
O 0.18032 4.23537 -0.97602
H -2.79231 0.31646 2.22806
Se 3.06802 -0.15144 -0.19391
H 1.52315 -4.15634 1.36618
C 1.18049 -0.33515 -4.79154
S -1.32234 -1.89807 -1.30739
H 3.77869 2.79274 0.95595
Se 3.62675 -1.12347 -2.30124
H 4.73321 1.55222 1.76260
H -3.76286 -2.46797 -5.49730
H 1.49750 -0.52247 -5.80419
H -2.03565 -5.70187 4.43022
C -0.22786 -3.61432 2.47525
N 0.65870 0.80544 -2.85138
C 1.86793 0.15317 2.41387
Se 6.59180 -2.55972 0.14793
C -4.16508 -0.56028 -4.59031
H 0.29321 2.78273 3.36569
C -3.88790 0.27170 -3.49972
H 1.54580 4.01483 3.53215
H 2.00932 3.45116 -0.34002
C -1.25207 -5.36240 3.76560
H 1.30453 2.66204 -1.77978
H -2.05267 5.27569 -0.84367
H -3.96062 2.22780 1.50079
S 0.62931 -1.59623 -3.76444
C -0.20486 -2.21885 2.01724
H -5.00865 -0.63739 -6.44887
H 3.98299 0.92922 4.77584
C -3.15361 3.83197 0.31695
O -0.69575 -3.13595 -1.69609
N -0.20264 -0.68520 -1.24860
H -2.79827 0.50773 -1.67086
C 3.11416 1.58950 4.72325
H 1.14570 -0.10331 3.19726
C 0.34961 -0.40871 -2.49846
Tc 0.88571 -0.05678 0.55981
H 3.39117 2.54515 5.17658
H -2.00115 -3.34960 3.64247
H -5.24131 0.82173 -5.64153
N -1.06072 -1.35081 2.44762
C -1.23715 -4.04862 3.33206
C -0.79884 2.36212 0.28194
C -2.40514 -1.38458 -2.60164
C -0.83660 3.61239 -0.35551
Si 2.55989 1.83970 2.94867
C -3.01851 -0.14092 -2.51107
H 0.99997 3.53202 1.93136
H 4.59439 3.15299 2.47889
C -1.92429 1.87171 0.96124
C 1.44068 3.60557 -1.25521
C -3.54978 -1.81343 -4.66021
C -0.26724 -6.24646 3.34186
C 1.13508 0.84669 -4.13628
H 1.97091 4.31263 -1.88684
H 2.32108 1.14524 5.32886
C 4.04309 2.38276 1.93227
H 1.43502 1.79682 -4.55404
O 0.34575 1.64295 0.27169
O 0.74001 -1.88716 1.15173
H 1.49566 -6.50528 2.14526
O -2.06974 -1.86692 -0.08561
C -2.67115 -2.22012 -3.67508
H 2.68707 -0.56182 2.52501
Sb 5.87656 -0.76820 -1.14734
```

The energy above the lowest of the compared OMol25 structures with the same formula, charge and spin is 0.000 eV. The total charge is 0. The value obtained for the gap between HOMO and LUMO is 6.1 eV. As for the lowest unoccupied orbital energy: -0.0793 Ha.

Density functional theory data (ωB97M-V with the def2-TZVPD basis set) for one molecule with the formula C28H31N7O2S.

The geometry in XYZ format:
```
69
Properties=species:S:1:pos:R:3
C -3.33744 1.97835 -0.08589
H -4.55694 -3.85432 -1.93654
C -4.32938 -2.85864 -2.33129
H -0.66918 -0.40660 0.70030
H 5.58667 1.62039 -1.41775
H 6.38400 0.08836 -1.88545
H 0.98497 -0.62890 0.11366
O -1.37018 1.75092 2.90718
C 6.80407 -1.30764 1.75246
C -1.66368 1.97634 1.74584
C 4.23535 -0.04444 -1.65037
H 3.50478 -0.86698 0.80958
N -2.93759 2.00851 1.30018
S -0.45310 3.85592 0.02784
C -8.13265 -2.23967 -0.66393
H 4.26937 -1.13355 -1.54618
C 0.39156 1.40687 0.38473
C 6.59252 -0.87692 0.43034
N -4.96375 0.27397 0.44248
C 2.52781 1.58562 -1.13348
N 3.02755 2.29052 -2.14947
H 6.37888 -0.78283 2.59251
H -3.62224 1.66139 3.21713
C -8.30770 -1.23640 0.26877
H -2.49754 2.23285 -0.73047
C 7.58707 -2.41953 1.97061
C -4.55471 0.27277 1.83204
C 5.60229 0.53648 -1.27534
O -4.53176 -1.85800 -1.36553
H 0.67131 -0.17691 1.80422
N 3.18572 0.44424 -0.77250
C 4.86824 0.80875 0.97182
C -0.59940 2.26908 0.74466
H 2.73473 0.67923 1.25617
C 0.94536 3.32876 -0.85421
C -5.79900 -1.65924 -0.87580
H -9.27424 -1.06970 0.71894
C 8.15080 -3.08942 0.89060
C -5.97452 -0.61479 0.05504
H 2.94325 4.00456 -3.26017
C -4.01556 1.65676 2.19965
N 5.88865 0.25677 0.11727
H 8.29910 -3.05747 -1.25761
H -8.95820 -2.87192 -0.95278
C -6.88639 -2.44459 -1.23243
H -3.27130 -2.80803 -2.58547
C 2.50077 3.46622 -2.43321
H -4.13635 2.71239 -0.23108
H 8.76621 -3.96322 1.02972
H 5.09060 0.63213 2.02216
H -4.92509 -2.67877 -3.23205
H -6.76676 -3.24494 -1.94540
H 3.97962 0.22270 -2.67415
H 7.76079 -2.76543 2.97982
H -4.80869 2.40385 2.10208
C 1.32957 2.01884 -0.50545
N 1.52971 4.07186 -1.78415
H -3.75870 -0.47205 2.00490
H -5.40463 0.02015 2.46532
C -3.86266 0.57871 -0.43848
H 4.83740 1.89171 0.80383
C -7.23769 -0.43215 0.61141
H -3.03751 -0.14511 -0.34330
C 3.48857 0.21259 0.62633
H -7.37324 0.37098 1.32000
H -4.21398 0.57385 -1.46939
C 0.35354 -0.03881 0.77138
N 7.13914 -1.52837 -0.60098
C 7.89175 -2.58810 -0.37069
```

The energy above the lowest of the compared OMol25 structures with the same formula, charge and spin is 0.000 eV. The total charge is 0. The value obtained for the gap between HOMO and LUMO is 8.2 eV. The SMILES is COc1ccccc1N1CCN(C(=O)c2sc3ncnc(N4CCN(c5ccccn5)CC4)c3c2C)CC1. As for the lowest unoccupied orbital energy: 0.0187 Ha.

Q: gap between HOMO and LUMO of number 3 (C28H31N7O2S)?
A: 8.2 eV